Record 1
The following is a DFT calculation (wB97M-V/def2-TZVPD) of a molecular structure, C4H14O2P5 at a distorted geometry.

Each line ends with the natural charge from an NBO analysis.
Element x y z (Å)
C (0.091, -0.603, -1.122)  -0.867
C (-0.659, 1.953, -0.534)  -1.255
C (1.117, -1.573, -0.715)  -0.796
C (-1.721, 1.815, 1.948)  -0.949
O (2.018, 1.204, -0.374)  -1.147
O (0.612, 0.291, 1.405)  -1.181
P (0.974, -3.029, -1.804)  0.314
P (2.898, -1.032, -0.810)  0.334
P (-2.184, 2.274, 0.166)  0.602
P (-1.325, 0.077, 2.625)  0.448
P (0.600, 0.755, -0.042)  2.242
H (-0.913, -1.060, -0.988)  0.244
H (0.384, -0.264, -2.213)  0.228
H (0.185, 2.794, -0.439)  0.281
H (-0.517, 1.418, -1.536)  0.276
H (0.965, -1.910, 0.308)  0.261
H (-0.865, 2.317, 2.132)  0.222
H (-0.347, -2.557, -2.092)  -0.049
H (1.653, -2.417, -2.803)  -0.052
H (3.570, -2.346, -0.843)  -0.100
H (3.067, -0.721, 0.648)  0.023
H (-2.811, 0.986, -0.220)  -0.059
H (-2.384, 2.376, 2.499)  0.214
H (-1.780, -0.554, 1.561)  -0.082
H (-2.629, -0.195, 3.242)  -0.153

## Properties
HOMO: -4.573 eV
Energy above the lowest of the compared OMol25 structures with the same formula, charge and spin: 0.0 kcal/mol
Electronic energy: -54912.8269 eV
Total charge: -1
E_LUMO: 0.13393 Ha
Kohn-Sham gap: 0.3020 Eh



Record 2
The following is a DFT calculation (wB97M-V/def2-TZVPD) of 3 unconnected molecules or ions with the total composition C4H14O2S at a distorted geometry.

Each line ends with the natural charge from an NBO analysis.
Element x y z (Å)
C (0.297, -2.417, -0.027)  -0.614
C (0.200, -0.856, -0.090)  -0.435
C (1.434, -0.222, 0.556)  -0.417
C (1.109, 1.218, 0.953)  -0.522
S (2.658, 2.190, 1.186)  -0.152
H (-0.184, -2.897, -0.878)  0.208
H (1.274, -2.827, 0.213)  0.188
H (-0.310, -2.686, 0.824)  0.193
H (-0.761, -0.442, 0.208)  0.251
H (0.211, -0.647, -1.162)  0.211
H (2.302, -0.231, -0.111)  0.195
H (1.772, -0.901, 1.362)  0.190
H (0.576, 1.286, 1.907)  0.227
H (0.602, 1.839, 0.215)  0.200
H (3.052, 2.412, -0.015)  0.099
H (-2.855, -0.723, -1.876)  0.463
H (-1.834, 0.509, -2.026)  0.411
O (-1.944, -0.426, -1.803)  -1.113
H (-1.815, 2.078, -0.257)  0.345
H (-3.290, 2.111, 0.544)  0.418
O (-2.493, 1.632, 0.278)  -1.345

## Properties
HOMO (alpha / beta): 0.593 / -5.990 eV
Energy above the lowest of the compared OMol25 structures with the same formula, charge and spin: 17.9 kcal/mol
Electronic energy: -19303.6540 eV
Spin multiplicity: 2
Total charge: -1
E_LUMO (alpha / beta): 0.11216 / 0.10930 Ha
Kohn-Sham gap (alpha / beta): 0.0904 / 0.3294 Eh



Record 3
The following is a DFT calculation (wB97M-V/def2-TZVPD) of 3 unconnected molecules or ions with the total composition C4H14O2S2 at a distorted geometry.

Each line ends with the natural charge from an NBO analysis.
Element x y z (Å)
C (-0.212, -1.453, -1.141)  -0.620
C (-1.190, -1.210, -2.329)  -0.594
S (-1.264, 0.505, -2.832)  0.091
S (0.513, 1.269, -2.611)  0.103
C (1.058, 1.315, -0.930)  -0.572
C (0.129, 1.864, 0.060)  -0.670
H (-0.460, -0.656, -0.363)  0.210
H (0.837, -1.351, -1.557)  0.212
H (-0.352, -2.389, -0.640)  0.218
H (-2.110, -1.890, -2.093)  0.238
H (-1.012, -1.617, -3.306)  0.218
H (1.583, 0.289, -0.767)  0.236
H (1.958, 2.151, -1.168)  0.235
H (-0.107, 2.946, 0.126)  0.244
H (0.819, 1.927, 0.931)  0.232
H (-0.723, 1.188, 0.332)  0.216
O (-0.700, -1.361, 2.828)  -0.983
H (-0.609, -2.248, 3.282)  0.505
H (-1.512, -0.954, 2.741)  0.489
O (1.122, 0.873, 3.376)  -0.958
H (0.491, 0.143, 3.385)  0.489
H (1.737, 0.658, 2.677)  0.461

## Properties
HOMO: -7.940 eV
Energy above the lowest of the compared OMol25 structures with the same formula, charge and spin: 51.7 kcal/mol
Electronic energy: -30138.4528 eV
SMILES: CCSSCC.O.O
Total charge: 0
E_LUMO: 0.01116 Ha
Kohn-Sham gap: 0.3029 Eh



What is the total charge in the first record? -1



Among the records above, which one has the highest electronic energy? C4H14O2S



Among the records above, which one has the lowest energy above the lowest of the compared OMol25 structures with the same formula, charge and spin? C4H14O2P5